Entry 1:
Formula: CHBrN4O
Source: the Open Molecules 2025 dataset
Level of theory: ωB97M-V/def2-TZVPD

Geometry as XYZ:
```
8
Properties=species:S:1:pos:R:3:forces:R:3:nbo_charge:R:1
O -1.345940 -0.279736 -0.818735 -0.7 -0.7 -1.1 -0.68
C -0.086139 -0.115644 -0.418537 -0.1 0.4 -0.8 0.58
N 1.077753 -0.001656 -1.011888 -1.5 -1.1 -1.4 -0.35
N 1.920639 0.324071 -0.038104 2.4 0.2 -2.2 -0.04
N 1.365221 0.489373 1.038238 -0.1 0.9 4.6 -0.06
N 0.085760 0.219599 0.867230 -2.3 -0.7 -0.6 -0.30
Br -1.409450 0.233305 1.954834 0.9 0.3 0.6 0.32
H -1.607844 -0.869312 -1.573040 1.3 0.8 0.9 0.53
```
Positions in Å, forces in eV/Å.

- ΔE to the lowest compared entry with this formula, charge and spin (kcal/mol) = 0.00
- LUMO (eV) = -0.595
- SMILES = Oc1nnnn1Br
- M (g mol⁻¹) = 164.95
- HOMO energy (eV) = -10.6
- charge = 0

***

Entry 2:
Formula: C32H29N2OPdS
Source: the Open Molecules 2025 dataset
Level of theory: ωB97M-V/def2-TZVPD

Geometry as XYZ:
```
66
Properties=species:S:1:pos:R:3:forces:R:3:lowdin_spin:R:1
Pd -1.231817 0.935332 -0.172276 0.0 0.0 0.0 1.28
N -2.046579 -0.750700 -1.408721 0.0 0.0 0.0 0.13
C -3.410972 -0.667370 -0.969654 0.0 -0.1 0.0 0.02
C -3.965732 -1.739661 -0.283116 0.0 0.0 0.0 0.02
C -5.269261 -1.666377 0.177283 0.0 0.0 0.0 0.00
C -6.017293 -0.521197 -0.055676 0.0 0.0 0.0 0.02
C -5.453418 0.546664 -0.735384 0.0 0.0 0.0 0.00
C -4.140369 0.503729 -1.199172 0.0 0.1 0.0 0.03
C -3.530509 1.675734 -1.886470 0.0 0.0 0.0 0.04
C -4.258408 2.395462 -2.835625 0.0 0.0 0.0 0.01
C -3.710350 3.517293 -3.436612 0.0 0.0 0.0 0.00
C -2.429415 3.929781 -3.096803 0.0 0.0 0.0 0.01
C -1.692326 3.212914 -2.160978 0.0 0.0 0.0 0.04
C -2.236950 2.092217 -1.549744 0.0 0.0 0.0 0.23
H -1.693587 -1.696649 -1.323226 0.1 0.0 0.0 0.01
H -1.926317 -0.415815 -2.359568 0.0 0.0 0.0 0.00
H -3.376353 -2.636444 -0.123628 0.0 0.0 0.0 0.00
H -5.701312 -2.503971 0.707946 0.0 0.0 0.0 0.00
H -7.035866 -0.454954 0.301593 0.0 0.0 0.0 0.00
H -6.028888 1.449646 -0.893297 0.0 0.0 0.0 0.00
H -5.254137 2.065986 -3.108468 0.0 0.0 0.0 0.00
H -4.281587 4.067104 -4.172731 0.0 0.0 0.0 0.00
H -2.000990 4.809012 -3.561325 0.0 0.0 0.0 0.00
H -0.691355 3.541702 -1.905544 0.0 0.0 0.0 0.01
N 0.829912 0.955812 -0.835575 0.0 0.0 0.0 0.10
S 1.978062 1.414895 0.168030 0.0 0.1 0.1 0.02
C 2.834041 -0.011359 0.811669 0.0 0.0 -0.1 0.00
C 3.439623 -0.926999 -0.042046 0.0 0.0 0.1 0.00
C 3.989653 -2.078269 0.492412 0.0 0.0 0.0 0.00
C 3.938222 -2.303230 1.865481 0.0 0.0 0.0 0.00
C 3.345776 -1.377061 2.708259 0.0 0.0 0.0 0.00
C 2.783583 -0.220554 2.179672 0.0 0.0 0.0 0.00
C 3.270338 2.147703 -0.829533 0.0 0.0 0.0 0.01
C 2.934067 2.663010 -2.070677 0.0 0.0 0.0 0.00
C 3.917787 3.291741 -2.824118 0.0 0.0 0.0 0.00
C 5.206594 3.408403 -2.329352 0.0 0.0 0.0 0.00
C 5.524628 2.898734 -1.075960 0.0 0.0 0.0 0.00
C 4.556693 2.264604 -0.315820 0.0 0.0 0.0 0.00
H 1.177072 0.410756 -1.619863 0.0 0.0 0.0 0.00
H 3.489950 -0.737695 -1.108214 0.0 0.0 0.0 0.00
H 4.466291 -2.799484 -0.158224 0.0 0.0 0.0 0.00
H 4.372501 -3.204765 2.276946 0.0 0.0 0.0 0.00
H 3.319412 -1.552432 3.775617 0.0 0.0 0.0 0.00
H 2.307651 0.511237 2.821789 0.0 0.0 0.0 0.00
H 1.920283 2.577826 -2.438906 0.0 0.0 0.0 0.00
H 3.669522 3.692565 -3.797536 0.0 0.0 0.0 0.00
H 5.968527 3.899280 -2.919628 0.0 0.0 0.0 0.00
H 6.530550 2.992452 -0.689854 0.0 0.0 0.0 0.00
H 4.803872 1.859402 0.657170 0.0 0.0 0.0 0.00
C -0.783318 -0.503168 4.215965 0.0 0.0 0.0 0.00
C -0.591966 -0.721007 2.743854 0.0 0.0 0.0 0.00
O -0.691910 0.232194 1.980727 0.1 -0.1 0.0 0.03
C -0.269198 -2.085561 2.247034 0.0 0.1 0.1 0.00
C 0.185150 -2.246217 0.938819 0.0 -0.1 0.0 0.00
C 0.525616 -3.501676 0.467872 0.0 0.0 0.0 0.00
C 0.404394 -4.610378 1.298075 0.0 0.0 0.0 0.00
C -0.048646 -4.459525 2.599972 0.0 0.0 0.0 0.00
C -0.376014 -3.199310 3.077596 0.0 0.0 0.0 0.00
H -0.890123 0.559495 4.413142 0.0 0.0 0.0 0.00
H 0.051109 -0.913243 4.785672 0.0 0.0 0.0 0.00
H -1.688959 -1.017138 4.545741 0.0 0.0 0.0 0.00
H 0.285023 -1.377393 0.304421 0.0 0.1 0.0 0.00
H 0.896423 -3.617343 -0.542859 0.0 0.0 0.0 0.00
H 0.668251 -5.593495 0.930574 0.0 0.0 0.0 0.00
H -0.144548 -5.321324 3.246381 0.0 0.0 0.0 0.00
H -0.722120 -3.090924 4.096470 0.0 0.0 0.0 0.00
```
Positions in Å, forces in eV/Å.

- ΔE to the lowest compared entry with this formula, charge and spin (kcal/mol) = 0.27
- LUMO (spin up / spin down) (eV) = -2.820 / -3.563
- M (g mol⁻¹) = 596.08
- spin multiplicity = 3
- HOMO energy (spin up / spin down) (eV) = -10.1 / -10.6
- charge = +1